No. 1
A cluster of 2 separate species, C5H11O3 in total, computed with the ωB97M-V functional and the def2-TZVPD basis.

As for the multiplicity: 1. As for the largest force on an atom: 1.87 eV/A. The HOMO energy comes out at -0.16092 Ha. Its energy above the lowest of the compared OMol25 structures with the same formula, charge and spin is 14.5 kcal per mole. The HOMO-LUMO gap comes out at 8.1 eV. Its charge is -1.

Structure (XYZ):
```
19
C5H11O3, DFT the ωB97M-V functional and the def2-TZVPD basis
O -3.02174 -1.29045 -0.87486
O 1.65598 0.13495 -0.78853
O -0.82887 -0.83828 -0.77248
C 1.28108 1.49861 1.09963
C 2.42834 -0.80521 1.30800
C 2.26414 0.45226 0.42728
C -2.35216 0.90476 -0.16339
C -2.04273 -0.53428 -0.68394
H 0.79096 -0.36368 -0.74100
H 3.03918 -1.55142 0.79230
H 1.43263 -1.22576 1.48208
H 3.24990 0.86868 0.18414
H -1.97695 1.01740 0.86017
H -1.99908 1.71544 -0.80712
H -3.42460 1.09139 -0.02143
H 1.77937 2.42862 1.41638
H 0.74011 0.97053 1.88951
H 0.59140 1.86985 0.36004
H 2.87489 -0.53349 2.25205
```

---

No. 2
A cluster of 2 separate species, C5H11O3 in total, computed with the ωB97M-V functional and the def2-TZVPD basis.

As for the multiplicity: 1. As for the largest force on an atom: 2.55 eV/A. The HOMO energy comes out at -0.10049 Ha. Its energy above the lowest of the compared OMol25 structures with the same formula, charge and spin is 53.9 kcal per mole. The HOMO-LUMO gap comes out at 6.7 eV. Its charge is -1.

Structure (XYZ):
```
19
C5H11O3, DFT the ωB97M-V functional and the def2-TZVPD basis
O -0.66618 0.76544 3.02085
O -1.55063 1.34921 -1.52421
O 1.79370 0.58960 1.80519
C 0.49908 -1.06692 -0.34100
C -0.76844 -1.01770 -1.26710
C 2.11465 0.69408 0.55232
C -1.86367 0.00768 -0.96867
C 1.51191 0.02661 -0.46925
H 2.92788 1.39406 0.44620
H -0.02958 0.77986 3.74734
H 1.10836 -1.94653 -0.74070
H 1.94473 0.08566 -1.47805
H 0.19638 -1.24686 0.70653
H -0.50561 -0.83597 -2.30582
H -1.91939 0.29007 0.10238
H -0.81418 1.73911 -0.99890
H 0.04457 0.70502 2.32850
H -1.13851 -2.07567 -1.31849
H -2.88507 -0.23677 -1.29711
```

---

No. 3
A cluster of 2 separate species, C5H11O3 in total, computed with the ωB97M-V functional and the def2-TZVPD basis.

As for the multiplicity: 1. As for the largest force on an atom: 1.98 eV/A. The HOMO energy comes out at -0.15081 Ha. Its energy above the lowest of the compared OMol25 structures with the same formula, charge and spin is 23.6 kcal per mole. The HOMO-LUMO gap comes out at 8.0 eV. Its charge is -1.

Structure (XYZ):
```
19
C5H11O3, DFT the ωB97M-V functional and the def2-TZVPD basis
O 0.41583 -0.24728 1.83220
O 1.91994 -0.61723 0.11346
O -1.19959 0.36281 -2.62803
C -1.84443 0.79139 -1.44589
C 1.43803 -0.70050 1.26635
C 2.38793 -1.45586 2.23653
C -1.28249 2.12980 -0.90612
C -1.67318 -0.27143 -0.32437
H -2.90494 0.83998 -1.81881
H -2.14826 0.13693 0.54718
H -0.65822 2.63265 -1.64379
H 1.91534 -2.10842 2.97677
H 3.19784 -1.90694 1.70444
H -0.72495 2.00283 0.04118
H -0.43917 -0.19008 -2.42699
H -0.60418 -0.36179 -0.12487
H 2.94553 -0.71916 2.86734
H -2.07983 2.75485 -0.51487
H -2.10716 -1.23273 -0.60761
```

---

No. 4
A cluster of 2 separate species, C5H11O3 in total, computed with the ωB97M-V functional and the def2-TZVPD basis.

As for the multiplicity: 1. As for the largest force on an atom: 1.18 eV/A. The HOMO energy comes out at -0.16519 Ha. Its energy above the lowest of the compared OMol25 structures with the same formula, charge and spin is 10.8 kcal per mole. The HOMO-LUMO gap comes out at 8.5 eV. Its charge is -1.

Structure (XYZ):
```
19
C5H11O3, DFT the ωB97M-V functional and the def2-TZVPD basis
O -1.00511 1.05445 0.98965
O 0.65569 -0.63936 -2.14544
O -1.16288 -0.89503 -0.85314
C -0.51076 -1.00199 -1.93280
C 0.27681 1.25635 1.58523
C 1.36156 0.98713 0.58530
C -1.26914 -1.65925 -3.09067
C 0.40881 0.33776 2.81750
H 2.37007 1.18261 0.96558
H 0.51903 0.85337 3.74312
H -0.89742 0.46835 0.20263
H -0.70250 -2.47022 -3.55058
H 1.23818 1.60193 -0.30719
H 1.32319 -0.24635 2.70482
H -2.26608 -1.96505 -2.79385
H -1.40287 -0.94681 -3.90261
H -0.50924 -0.20071 2.92609
H 0.26554 2.32617 1.82739
H 1.30714 -0.04336 0.22899
```

---

No. 5
A cluster of 2 separate species, C5H11O3 in total, computed with the ωB97M-V functional and the def2-TZVPD basis.

As for the multiplicity: 1. As for the largest force on an atom: 3.69 eV/A. The HOMO energy comes out at -0.13581 Ha. Its energy above the lowest of the compared OMol25 structures with the same formula, charge and spin is 61.1 kcal per mole. The HOMO-LUMO gap comes out at 6.8 eV. Its charge is -1.

Structure (XYZ):
```
19
C5H11O3, DFT the ωB97M-V functional and the def2-TZVPD basis
O -1.50473 -2.83264 2.23925
O 1.76989 1.11277 -2.38900
O -2.63402 -2.65102 0.37956
C 0.48721 1.30518 -1.89310
C -0.84684 -1.11439 0.82309
C 0.35986 2.21416 -0.59102
C -1.78519 -2.28041 1.17012
C 0.47015 -1.36545 1.53550
H -0.77990 -0.94661 -0.31528
H 1.01540 -0.46536 1.81947
H 1.11371 -1.79080 0.87815
H 0.28150 -2.01885 2.35753
H -0.57878 2.12341 0.00543
H 0.03944 1.68415 -2.84964
H 0.33579 3.26133 -0.85375
H 0.21366 0.11505 -1.59178
H 2.35557 1.80900 -2.06618
H 1.02220 1.92879 0.21309
H -1.33492 -0.08832 1.12857
```

---

No. 6
A cluster of 2 separate species, C5H11O3 in total, computed with the ωB97M-V functional and the def2-TZVPD basis.

As for the multiplicity: 2. As for the largest force on an atom: 0.77 eV/A. The HOMO energy (spin up / spin down) comes out at -0.34281 / -0.36932 Ha. Its energy above the lowest of the compared OMol25 structures with the same formula, charge and spin is 11.6 kcal per mole. The HOMO-LUMO gap (spin up / spin down) comes out at 10.1 / 8.6 eV.

Structure (XYZ):
```
19
C5H11O3, DFT the ωB97M-V functional and the def2-TZVPD basis
O -1.26100 -3.28237 -2.26964
O -0.42578 3.57846 -0.62645
O 0.16554 -2.39766 1.38142
C -0.12596 0.41593 0.64950
C 0.89210 -0.18099 1.55477
C 1.00528 -1.58676 1.76960
C 0.54231 1.34126 -0.38372
C -0.45638 2.23166 -1.11562
H 1.89097 -1.93810 2.31243
H 1.30247 1.93123 0.13286
H 1.10737 0.68796 -1.05572
H -1.47964 1.93632 -0.88576
H -0.65951 -4.01517 -2.43521
H 0.25665 4.07435 -1.08720
H 1.55681 0.51033 2.06957
H -0.34299 2.14952 -2.19110
H -0.91649 0.92598 1.22476
H -0.65815 -0.38026 0.15006
H -0.83101 -2.82678 -1.52899
```